1.
{
  "formula": "C2H5FNO",
  "method": "wB97M-V/def2-TZVPD",
  "orbital_gap_ev": [8.12, 8.37],
  "homo_energy_ev": [-3.67, -3.85],
  "energy_ha": -308.9054,
  "total_charge": -1,
  "de_lowest_ev": 5.899,
  "symbols": ["C", "C", "N", "O", "F", "H", "H", "H", "H", "H"],
  "positions_angstrom": [[-0.521, 0.025, 1.016], [-0.028, 0.298, -0.369], [0.218, -0.826, -1.090], [2.161, -0.904, -0.074], [-1.249, 0.985, -0.975], [-1.168, -0.741, 1.012], [-0.891, 0.960, 1.401], [0.267, -0.277, 1.684], [0.592, 1.082, -0.552], [0.618, -0.602, -2.055]]
}

---

2.
{
  "formula": "C4H4N3O3",
  "method": "wB97M-V/def2-TZVPD",
  "orbital_gap_ev": 8.21,
  "homo_energy_ev": -4.48,
  "energy_ha": -544.8119,
  "total_charge": -1,
  "de_lowest_ev": 4.001,
  "symbols": ["H", "N", "N", "C", "O", "C", "C", "N", "C", "O", "O", "H", "H", "H"],
  "positions_angstrom": [[0.255, -1.182, -1.071], [0.933, -0.950, -1.792], [1.396, 0.139, -2.076], [1.026, 1.459, -1.449], [1.178, 2.399, -2.214], [0.644, 1.567, -0.030], [0.083, 0.636, 0.790], [-0.345, -0.635, 0.644], [-1.198, -1.279, 1.478], [-1.589, -0.982, 2.569], [-1.580, -2.457, 0.898], [0.688, 2.535, 0.519], [-0.464, 1.073, 1.652], [-1.026, -2.321, 0.083]]
}

---

3.
{
  "formula": "C5H11NO",
  "method": "wB97M-V/def2-TZVPD",
  "orbital_gap_ev": 10.36,
  "homo_energy_ev": -9.53,
  "energy_ha": -326.9962,
  "de_lowest_ev": 3.677,
  "symbols": ["C", "C", "C", "C", "C", "H", "H", "H", "H", "H", "H", "H", "H", "H", "H", "H", "N", "O"],
  "positions_angstrom": [[-0.652, -1.855, -0.288], [-1.533, -0.695, 0.311], [-2.465, 1.537, -0.088], [3.387, -0.316, 0.038], [2.938, 0.785, 0.583], [0.120, -1.229, -0.827], [-1.403, -2.407, -0.855], [-0.145, -2.279, 0.523], [-0.848, 0.279, -1.129], [-2.864, 1.181, 0.972], [-2.027, 2.583, -0.005], [-3.621, 1.624, -0.768], [4.360, -0.627, 0.138], [2.831, -1.015, -0.703], [3.787, 1.392, 0.950], [2.017, 1.369, 0.404], [-1.376, 0.543, -0.315], [-2.506, -0.867, 1.060]]
}

---

4.
{
  "formula": "C35H41AsN5O2SV",
  "method": "wB97M-V/def2-TZVPD",
  "orbital_gap_ev": [5.68, 5.68],
  "multiplicity": 2,
  "homo_energy_ev": [-9.78, -9.78],
  "energy_ha": -5360.3638,
  "total_charge": 1,
  "de_lowest_ev": 0.000,
  "symbols": ["V", "O", "C", "O", "C", "C", "C", "N", "C", "C", "C", "C", "C", "C", "C", "N", "C", "C", "C", "C", "C", "N", "H", "H", "H", "H", "H", "H", "H", "H", "H", "H", "C", "C", "C", "C", "C", "C", "C", "C", "C", "C", "C", "C", "H", "H", "H", "H", "H", "H", "H", "H", "H", "H", "H", "H", "H", "H", "H", "H", "H", "H", "C", "As", "C", "C", "H", "H", "H", "H", "H", "H", "H", "H", "H", "S", "C", "N", "C", "C", "C", "N", "H", "H", "H", "H"],
  "positions_angstrom": [[0.205, 1.058, 0.477], [-5.682, 3.513, 3.098], [-5.115, 2.510, 3.554], [-5.396, 1.692, 4.441], [-3.735, 2.224, 2.871], [-2.972, 1.128, 3.260], [-1.768, 0.900, 2.622], [-1.379, 1.667, 1.591], [-2.025, 2.810, 1.318], [-3.218, 3.118, 1.939], [-1.225, 3.690, 0.444], [-1.628, 4.960, 0.059], [-0.746, 5.756, -0.649], [0.515, 5.262, -0.952], [0.833, 3.975, -0.566], [-0.016, 3.187, 0.102], [-0.651, 0.073, 3.137], [-0.707, -0.600, 4.349], [0.470, -1.051, 4.914], [1.669, -0.858, 4.241], [1.639, -0.255, 3.002], [0.512, 0.223, 2.459], [-3.355, 0.539, 4.084], [-3.792, 4.019, 1.760], [-2.608, 5.321, 0.336], [-1.034, 6.754, -0.950], [1.242, 5.861, -1.481], [1.797, 3.543, -0.799], [-1.650, -0.717, 4.862], [0.456, -1.541, 5.878], [2.609, -1.186, 4.660], [2.547, -0.127, 2.427], [0.410, -2.892, -2.906], [0.513, -2.989, -1.403], [-0.595, -3.181, -0.571], [-2.012, -3.292, -1.084], [-0.398, -3.370, 0.803], [-1.595, -3.544, 1.708], [0.891, -3.461, 1.327], [1.093, -4.018, 2.719], [1.992, -3.150, 0.519], [3.376, -3.101, 1.124], [1.799, -2.921, -0.843], [2.968, -2.682, -1.768], [0.990, -3.686, -3.381], [0.821, -1.947, -3.270], [-0.606, -2.969, -3.275], [-2.514, -4.151, -0.638], [-2.070, -3.418, -2.161], [-2.608, -2.414, -0.815], [-1.347, -3.334, 2.747], [-1.999, -4.559, 1.664], [-2.403, -2.869, 1.425], [0.293, -4.711, 2.972], [1.119, -3.252, 3.494], [2.024, -4.578, 2.779], [3.964, -3.991, 0.884], [3.334, -3.020, 2.208], [3.931, -2.234, 0.763], [2.829, -1.769, -2.354], [3.070, -3.498, -2.487], [3.912, -2.604, -1.235], [-3.334, 1.540, -1.354], [-1.488, 1.070, -1.773], [-1.107, 2.540, -2.996], [-1.845, -0.284, -3.117], [-3.911, 1.548, -2.278], [-3.388, 2.523, -0.897], [-3.770, 0.815, -0.667], [-1.885, 2.572, -3.758], [-0.134, 2.380, -3.461], [-1.095, 3.487, -2.459], [-2.576, 0.117, -3.818], [-2.240, -1.184, -2.657], [-0.930, -0.531, -3.648], [2.556, 0.549, -0.162], [3.023, 1.015, -1.720], [4.335, 0.816, -2.059], [4.831, 1.068, -3.284], [4.000, 1.563, -4.241], [2.668, 1.777, -3.853], [2.193, 1.516, -2.651], [4.935, 0.438, -1.336], [5.880, 0.858, -3.436], [4.348, 1.779, -5.238], [1.960, 2.185, -4.566]]
}

---

5.
{
  "formula": "C5H8NO2",
  "method": "wB97M-V/def2-TZVPD",
  "orbital_gap_ev": [8.60, 8.60],
  "homo_energy_ev": [-14.73, -14.73],
  "energy_ha": -400.1301,
  "total_charge": 1,
  "de_lowest_ev": 4.413,
  "symbols": ["C", "C", "C", "C", "C", "N", "O", "O", "H", "H", "H", "H", "H", "H", "H", "H"],
  "positions_angstrom": [[-0.902, -1.001, 0.860], [0.454, -1.009, 0.587], [-1.713, 0.161, 0.359], [1.065, 0.193, 0.080], [2.444, 0.445, -0.280], [-2.123, -0.152, -0.968], [-0.957, 1.383, 0.425], [0.371, 1.299, 0.002], [-1.376, -1.791, 1.207], [1.169, -1.794, 0.796], [-2.692, 0.275, 0.837], [2.427, 0.780, -1.423], [3.193, -0.194, 0.057], [2.869, 1.267, 0.345], [-2.871, 0.433, -1.265], [-1.358, -0.294, -1.618]]
}

---

6.
{
  "formula": "C19H22N2O7S",
  "method": "wB97M-V/def2-TZVPD",
  "orbital_gap_ev": 8.68,
  "homo_energy_ev": -8.95,
  "energy_ha": -1771.5124,
  "de_lowest_ev": 3.957,
  "symbols": ["C", "C", "O", "C", "O", "C", "C", "N", "S", "O", "O", "C", "C", "C", "C", "O", "C", "C", "C", "C", "C", "C", "C", "C", "C", "N", "O", "O", "C", "H", "H", "H", "H", "H", "H", "H", "H", "H", "H", "H", "H", "H", "H", "H", "H", "H", "H", "H", "H", "H", "H"],
  "positions_angstrom": [[-0.959, 3.637, 4.844], [-1.214, 2.415, 3.984], [-1.299, 2.837, 2.613], [-1.731, 1.949, 1.732], [-2.091, 0.831, 2.011], [-1.678, 2.489, 0.318], [-0.536, 1.803, -0.459], [-0.789, 0.377, -0.567], [0.507, -0.503, -1.190], [1.372, -0.952, -0.133], [1.077, 0.307, -2.227], [-0.364, -1.888, -1.881], [-0.477, -3.056, -1.159], [-1.192, -4.118, -1.689], [-1.791, -3.999, -2.940], [-2.510, -4.979, -3.543], [-2.670, -6.212, -2.882], [-1.671, -2.802, -3.674], [-2.320, -2.702, -5.018], [-0.954, -1.756, -3.126], [0.809, 2.095, 0.170], [1.719, 2.935, -0.461], [2.971, 3.174, 0.083], [3.333, 2.587, 1.280], [2.418, 1.757, 1.916], [2.752, 1.173, 3.187], [1.840, 0.730, 3.856], [3.914, 1.185, 3.531], [1.173, 1.493, 1.365], [-0.870, 3.335, 5.883], [-0.037, 4.123, 4.536], [-1.777, 4.348, 4.748], [-0.397, 1.691, 4.079], [-2.151, 1.917, 4.256], [-1.510, 3.565, 0.343], [-2.620, 2.260, -0.180], [-0.526, 2.183, -1.486], [-1.126, -0.023, 0.302], [0.004, -3.128, -0.198], [-1.275, -5.030, -1.121], [-3.199, -6.094, -1.931], [-1.708, -6.702, -2.706], [-3.269, -6.827, -3.552], [-3.394, -2.855, -4.926], [-1.938, -3.482, -5.675], [-2.131, -1.731, -5.465], [-0.828, -0.827, -3.658], [1.449, 3.393, -1.401], [3.667, 3.820, -0.431], [4.298, 2.758, 1.732], [0.525, 0.797, 1.873]]
}

---

7.
{
  "formula": "C37H21BrIrO8S6",
  "method": "wB97M-V/def2-TZVPD",
  "orbital_gap_ev": [3.92, 5.19],
  "multiplicity": 6,
  "homo_energy_ev": [-0.25, -2.45],
  "energy_ha": -7091.9571,
  "total_charge": -2,
  "symbols": ["Ir", "O", "C", "C", "O", "C", "C", "O", "C", "O", "O", "S", "C", "S", "C", "C", "S", "S", "S", "O", "S", "C", "C", "C", "C", "C", "C", "C", "C", "C", "C", "C", "C", "H", "H", "H", "H", "H", "H", "H", "H", "H", "H", "Br", "C", "C", "C", "C", "C", "C", "C", "O", "O", "H", "H", "H", "H", "C", "C", "C", "C", "C", "C", "C", "C", "C", "C", "H", "H", "H", "H", "H", "H", "H"],
  "positions_angstrom": [[-0.016, -0.308, -0.900], [-2.514, 5.747, -0.509], [-1.975, 4.646, -0.645], [-2.473, 3.376, 0.126], [-3.381, 3.359, 0.953], [-1.639, 2.285, -0.307], [-0.641, 2.808, -1.244], [0.239, 2.065, -1.688], [-0.844, 4.271, -1.472], [-0.139, 4.998, -2.221], [-1.668, 1.039, 0.029], [-3.583, -6.930, 0.643], [-2.758, -5.563, 0.227], [-1.045, -5.436, 0.252], [-0.874, -3.766, -0.270], [-2.096, -3.106, -0.508], [-2.328, -1.510, -0.947], [-3.523, -4.106, -0.269], [0.645, -3.105, -0.434], [0.085, -0.537, 1.271], [-1.246, -0.532, 2.006], [-1.027, -1.907, 3.127], [-2.163, -2.435, 3.720], [-2.045, -3.548, 4.540], [-0.802, -4.130, 4.743], [0.325, -3.606, 4.122], [0.219, -2.491, 3.305], [-1.118, 0.826, 3.143], [0.074, 1.081, 3.808], [0.147, 2.188, 4.634], [-0.953, 3.030, 4.769], [-2.124, 2.778, 4.072], [-2.214, 1.665, 3.246], [-3.131, -1.990, 3.525], [-2.928, -3.975, 4.998], [-0.714, -5.010, 5.367], [1.289, -4.080, 4.259], [1.070, -2.094, 2.769], [0.932, 0.440, 3.648], [1.072, 2.411, 5.151], [-0.880, 3.912, 5.393], [-2.953, 3.471, 4.120], [-3.083, 1.506, 2.624], [2.255, 0.304, -4.961], [0.622, -0.112, -5.829], [0.692, -0.285, -7.207], [-0.454, -0.541, -7.939], [-1.681, -0.603, -7.293], [-1.740, -0.416, -5.925], [-0.596, -0.184, -5.160], [-0.833, -0.039, -3.663], [-1.915, 0.373, -3.282], [0.140, -0.456, -2.932], [1.653, -0.209, -7.697], [-0.386, -0.678, -9.012], [-2.589, -0.788, -7.854], [-2.682, -0.436, -5.393], [4.035, 2.716, 1.639], [2.624, 2.694, 1.596], [1.971, 1.790, 0.810], [2.678, 0.854, 0.009], [2.013, -0.088, -0.841], [2.784, -0.906, -1.630], [4.193, -0.867, -1.592], [4.842, 0.006, -0.768], [4.097, 0.894, 0.044], [4.749, 1.836, 0.881], [4.546, 3.442, 2.262], [2.053, 3.410, 2.175], [0.892, 1.790, 0.773], [2.303, -1.595, -2.312], [4.757, -1.537, -2.231], [5.926, 0.046, -0.735], [5.834, 1.851, 0.892]]
}

---

8.
{
  "formula": "C3H5NO",
  "method": "wB97M-V/def2-TZVPD",
  "orbital_gap_ev": 11.85,
  "homo_energy_ev": -10.99,
  "energy_ha": -247.2401,
  "de_lowest_ev": 1.827,
  "symbols": ["C", "O", "C", "C", "N", "H", "H", "H", "H", "H"],
  "positions_angstrom": [[-1.161, 0.663, 0.383], [-0.438, 0.351, -0.792], [0.488, -0.662, -0.620], [2.662, 0.119, 0.589], [1.651, -0.240, 0.109], [-1.876, 1.438, 0.109], [-0.504, 1.041, 1.176], [-1.707, -0.217, 0.755], [0.825, -0.961, -1.613], [0.061, -1.532, -0.097]]
}